The following is a DFT calculation (ωB97M-V with the def2-TZVPD basis set) of a structure of composition C2CuFO.

Geometry as XYZ:
```
5
Properties=species:S:1:pos:R:3:forces:R:3:mulliken_charge:R:1
F -0.8877 1.4724 -0.1187 0.588 -1.503 0.686 -0.212
O 1.8180 -0.0720 -0.5096 2.904 -0.166 1.682 -0.398
C 0.9890 0.1470 0.3343 0.056 -0.332 -3.635 0.168
Cu -1.6033 -1.7642 0.2296 1.213 2.004 0.009 0.328
C -0.3160 0.2168 0.0643 -4.762 -0.003 1.257 0.113
```
Forces are in eV/Å.

Calculated values
E_LUMO (alpha / beta), hartree: -0.067 / -0.067
Highest occupied orbital energy (alpha / beta), Ha: -0.2775 / -0.2775
Kohn-Sham gap (alpha / beta), eV: 5.731 / 5.731
Total charge: 0

---

The following is a DFT calculation (ωB97M-V with the def2-TZVPD basis set) of a structure of composition C4H24B4O2SV.

Geometry as XYZ:
```
36
Properties=species:S:1:pos:R:3:forces:R:3:mulliken_spin:R:1
O 3.3322 -0.4782 0.5198 0.884 -0.232 0.604 -0.001
H 0.7434 1.2785 4.0124 0.314 0.178 -0.168 0.000
C 1.7166 1.1831 2.0022 -1.036 -1.085 -0.449 0.006
H -2.1092 -1.1589 -1.9537 1.126 -2.919 2.975 0.006
H 0.6733 -1.1407 4.2352 0.193 -0.739 -0.357 0.000
H 2.2722 0.3032 3.8404 0.323 0.839 0.635 0.000
H -2.1067 -0.0776 1.5122 -1.111 -0.706 3.617 -0.007
H -3.3266 -0.8430 -3.1330 -3.359 -0.940 -1.475 -0.006
H -1.6140 -0.3680 -3.3690 2.665 0.153 -2.954 0.013
H -2.4968 0.4657 -0.0815 -2.868 1.788 -2.068 0.004
H -2.4645 0.5490 -2.2247 -0.923 3.694 1.839 -0.010
H -1.5198 2.1773 -1.3440 -3.533 -0.189 1.842 0.008
H 1.5369 -1.8179 -2.6227 3.571 -1.686 0.597 -0.004
H -1.5450 -0.9393 -0.0217 1.020 -3.975 -1.442 -0.016
H 0.0642 -1.5277 -3.6268 -1.533 -0.660 -3.358 0.001
H 2.6022 1.8160 1.9448 -0.391 0.092 -0.100 0.000
B -2.4399 -0.4301 -2.6774 -0.329 0.018 -0.900 0.059
S 1.9723 -0.2890 0.9032 -2.638 0.581 -1.757 0.005
H 0.2451 1.9224 -1.1143 2.962 -1.466 2.604 -0.003
H -0.3198 3.2669 -2.0325 0.845 3.547 -0.946 -0.006
H -0.3558 -0.6395 2.9069 -0.327 0.475 0.396 0.002
C 1.3337 -1.4741 2.1060 2.507 -1.174 1.016 0.002
H 0.9985 -2.4127 1.6648 -1.134 0.644 -0.296 0.000
H 2.2063 -1.8829 2.6155 0.959 0.190 -0.384 0.000
O 1.0470 -0.2395 -0.2670 2.244 0.049 2.811 0.029
C 0.6817 -0.7125 3.2329 -2.986 -0.143 -1.004 0.000
B 0.5664 -1.3508 -2.6883 0.115 -0.712 -1.076 -0.004
C 1.3404 0.6256 3.3757 1.602 -0.446 -0.319 -0.001
H -0.5843 1.6390 -2.6816 0.190 -2.325 -3.619 0.007
V -0.7332 0.1390 -1.3910 -0.205 -0.519 -1.335 1.939
H -0.0922 -1.6862 -1.9023 -2.577 -1.734 3.316 -0.022
H -0.8743 0.6446 0.4898 2.923 2.344 0.547 0.005
H 0.7389 -0.2986 -2.5232 0.773 4.463 0.156 -0.017
H 0.7766 1.5325 1.5752 0.337 0.853 -0.334 0.003
B -0.5375 2.2392 -1.7861 0.081 1.308 -0.035 0.016
B -1.7282 -0.0148 0.5037 -0.686 0.435 1.421 -0.010
```
Forces are in eV/Å.

Calculated values
E_LUMO (alpha / beta), hartree: 0.083 / 0.083
Multiplicity: 3
Highest occupied orbital energy (alpha / beta), Ha: -0.1847 / -0.2103
Kohn-Sham gap (alpha / beta), eV: 7.289 / 7.985
Total charge: -1

---

The following is a DFT calculation (ωB97M-V with the def2-TZVPD basis set) of a cluster of 2 separate species, C9H14 in total.

Geometry as XYZ:
```
23
Properties=species:S:1:pos:R:3:forces:R:3:mulliken_charge:R:1
H -0.9455 1.5903 -0.4861 -0.050 -0.407 -0.665 0.276
C -0.2608 -1.9674 -1.8714 0.729 1.231 1.044 -0.763
C 0.1942 -0.1665 -0.2561 -0.942 0.385 -2.819 -0.661
H 1.2789 2.5710 4.6111 -0.158 0.803 0.246 0.345
H 0.8354 -2.5191 1.2191 -0.103 0.542 0.039 0.328
H 2.2039 -2.1298 0.0993 -0.436 -0.398 0.354 0.281
H -2.3867 0.6520 -2.2833 0.392 0.266 -0.873 0.315
H 0.1160 4.1816 2.9112 0.220 -0.105 0.190 0.349
C -1.0816 -1.1158 -2.5306 -2.259 1.264 -1.405 -0.171
C -0.7449 0.6131 -0.9671 0.473 1.352 1.636 0.023
C 1.1364 -2.4214 0.1794 0.757 -0.551 -1.190 -1.314
H 1.7831 1.7125 3.1890 -0.385 0.002 0.291 0.208
H -1.6252 -1.4939 -3.4022 0.248 0.138 0.126 0.309
C 0.2917 3.1444 2.6103 -0.362 1.010 -0.546 -0.843
H 0.9035 3.1863 1.7133 0.214 0.163 -0.067 0.247
H -0.0246 -2.9272 -2.2904 -0.044 -0.407 0.233 0.358
C 0.9257 2.2272 3.6565 -0.326 -1.126 -1.240 -0.758
C -1.4271 0.1958 -2.0727 -0.052 -2.204 0.743 -0.821
H 0.1350 1.5019 3.8148 0.330 -0.576 0.582 0.229
C 0.3393 -1.4810 -0.6951 0.804 -0.417 1.639 1.104
H 0.8602 0.4394 0.3358 0.065 -0.805 1.038 0.379
H -0.6954 2.8126 2.2308 0.464 -0.193 0.518 0.231
H 1.0005 -3.4235 -0.2453 0.421 0.033 0.127 0.351
```
Forces are in eV/Å.

Calculated values
E_LUMO, hartree: 0.037
SMILES: Cc1ccccc1.CC
Highest occupied orbital energy, Ha: -0.3277
Kohn-Sham gap, eV: 9.930
Total charge: 0

---

The following is a DFT calculation (ωB97M-V with the def2-TZVPD basis set) of a structure of composition C22H28AuN7O2PS2.

Geometry as XYZ:
```
63
Properties=species:S:1:pos:R:3:forces:R:3:mulliken_charge:R:1
H -2.9423 5.0302 -0.1818 -0.011 -0.003 -0.027 0.363
H -5.1403 -2.9194 -1.3591 0.023 0.003 0.006 0.429
C 0.8861 -4.0094 -0.7672 -0.073 -0.042 0.056 -0.187
H -3.8900 -5.0802 -1.2436 0.001 0.015 -0.010 0.487
N -2.1987 4.1131 1.5496 -0.058 0.039 0.035 0.140
C 3.6878 -1.1282 -4.5923 -0.004 -0.018 -0.063 -0.720
H -2.1754 6.1248 0.9721 0.017 0.025 0.032 0.317
C -2.1118 5.1402 0.5114 0.148 -0.172 0.056 -0.847
C -1.9666 -4.0910 -1.1084 0.104 -0.292 -0.102 0.731
C 3.1958 -1.5851 -2.3057 -0.024 -0.112 -0.197 0.448
H 1.4204 2.6784 0.7632 0.029 0.106 -0.023 0.515
C -1.1752 -5.2444 -0.9369 -0.161 0.166 -0.003 -0.305
H -1.3334 -1.1368 6.4049 0.004 -0.021 -0.007 0.200
C 0.2650 5.1915 0.6588 -0.078 -0.006 -0.124 -0.761
N 0.2288 4.1325 1.7735 -0.024 0.050 0.007 -0.013
Au -0.4913 0.1824 -0.7951 -0.919 1.265 0.298 0.457
H 0.1665 3.8392 -1.6238 0.013 0.010 -0.015 0.425
H 5.1816 -2.3928 -5.4611 -0.008 -0.008 0.016 0.431
H 2.2544 -0.0072 -3.4402 0.038 0.016 -0.021 0.413
C -0.6118 -0.6747 4.5346 -0.022 0.143 -0.136 0.548
C 0.1454 -2.7724 -1.0069 0.267 0.164 0.056 0.542
H 0.3861 2.0292 2.0443 -0.005 0.008 0.068 0.370
C 4.1209 -2.6299 -2.2615 -0.121 0.080 -0.031 -0.231
N 0.6727 -1.6225 -1.2114 -0.229 -0.341 0.064 -0.570
C -3.3416 -1.7471 -1.2217 0.030 -0.267 0.017 -0.246
O 2.7644 -1.9681 0.2481 -0.164 -0.169 -0.122 -0.654
C 0.4369 2.7522 1.2277 0.001 -0.109 -0.117 -0.867
C 2.9657 -0.8225 -3.4562 0.036 -0.094 0.186 -0.377
C 0.2295 -5.1932 -0.7525 0.118 -0.160 -0.048 -1.247
N 0.5882 -1.2071 4.7729 -0.019 -0.051 0.043 -0.365
C -0.7677 3.8447 -1.0610 -0.005 -0.192 0.053 -0.944
N -2.0068 -1.7028 -1.1120 0.055 -0.229 -0.078 -0.291
C -2.3513 2.7621 1.0124 0.079 -0.054 -0.036 -0.771
H -2.4463 -0.3691 5.3345 0.037 0.060 -0.033 0.205
H -3.2528 2.7028 0.4018 -0.017 0.046 0.000 0.458
H 1.9562 -3.9596 -0.6183 -0.027 0.016 -0.021 0.446
C 4.8328 -2.9127 -3.4116 0.051 -0.016 -0.100 -0.796
H 1.2074 5.0800 0.1261 0.058 -0.049 0.034 0.386
H -1.1573 5.2097 2.9756 0.035 0.052 -0.046 0.359
S -0.9731 0.0669 3.0372 0.036 -0.161 -0.030 -0.463
H 1.2837 -1.2029 4.0487 -0.028 0.086 -0.009 0.176
P -0.8716 2.3209 -0.0087 0.215 -0.056 0.085 0.842
H 0.2358 6.1636 1.1479 -0.036 0.007 0.066 0.360
C -3.3721 -4.1283 -1.2178 -0.017 -0.188 0.054 -0.513
N -1.5224 -0.7261 5.5041 0.015 -0.053 0.044 -0.385
O 2.1633 0.2294 -0.7366 0.359 -0.252 -0.065 -0.633
H 4.2951 -3.1733 -1.3420 0.023 0.021 -0.018 0.521
H 5.5716 -3.7025 -3.4063 -0.006 0.012 -0.012 0.436
H -3.8514 -0.7929 -1.2637 0.018 0.002 -0.018 0.510
H 3.5418 -0.5495 -5.4942 0.012 -0.029 -0.002 0.432
C -1.3354 -2.8373 -1.0918 -0.216 0.113 -0.007 0.907
S 2.3409 -1.1883 -0.8707 0.646 0.553 0.415 1.379
C -1.1357 4.2366 2.4876 -0.173 -0.066 -0.031 -0.787
H -1.5869 3.8466 -1.7802 -0.010 0.044 -0.013 0.433
H -1.6736 -6.2098 -0.9085 0.038 0.006 0.011 0.484
C -4.0622 -2.9415 -1.2757 -0.055 0.182 -0.003 -0.795
H 0.8234 -1.6343 5.6547 -0.010 -0.010 0.005 0.208
H -2.4454 2.0449 1.8294 -0.016 -0.035 -0.003 0.357
H 0.9660 4.3452 2.4486 0.024 -0.061 0.013 0.374
C 4.6126 -2.1688 -4.5681 0.033 0.009 0.017 -0.411
H 0.7836 -6.1097 -0.5987 -0.086 -0.043 -0.017 0.452
H -1.1746 3.4449 3.2344 0.079 -0.052 -0.009 0.464
N -0.8453 5.0297 -0.2129 -0.021 0.113 -0.145 0.173
```
Forces are in eV/Å.

Calculated values
E_LUMO (alpha / beta), hartree: -0.434 / -0.434
Highest occupied orbital energy (alpha / beta), Ha: -0.5720 / -0.5720
Kohn-Sham gap (alpha / beta), eV: 3.749 / 3.749
Total charge: +3